Record 1
44
Properties=species:S:1:pos:R:3 method="wB97M-V/def2-TZVPD" total_charge=0 e_above_lowest_ev=0.000 smiles="Cc1cc(Cl)c(S(=O)(=O)Nc2ccc3c(c2)OCCO3)cc1OCC(N)=O" e_homo_ev=-8.032 molar_mass_g_mol=412.9 orbital_gap_ev=8.4211
C 3.094 1.954 1.841
C 2.482 0.771 1.164
C 2.318 0.721 -0.207
C 1.697 -0.364 -0.822
C 1.285 -1.429 -0.047
C 1.477 -1.412 1.323
C 2.046 -0.315 1.946
O 2.206 -0.195 3.292
C 1.610 -1.159 4.120
C 0.085 -1.250 3.946
O -0.551 -0.531 3.213
N -0.477 -2.218 4.699
H 0.060 -2.831 5.285
H -1.473 -2.359 4.642
H 2.054 -2.152 3.962
H 1.830 -0.831 5.141
H 1.135 -2.282 1.860
S 0.181 -2.740 -0.585
O 0.306 -3.834 0.332
O 0.273 -3.008 -1.981
N -1.301 -2.021 -0.241
C -1.531 -0.780 -0.866
C -1.705 -0.751 -2.241
C -1.883 0.461 -2.894
C -1.919 1.649 -2.156
C -1.739 1.607 -0.779
C -1.534 0.404 -0.134
H -1.378 0.377 0.935
H -1.757 2.536 -0.233
O -2.129 2.871 -2.749
C -2.609 2.775 -4.071
C -1.819 1.718 -4.842
H -2.164 1.639 -5.874
O -2.011 0.450 -4.257
H -0.753 1.981 -4.826
H -2.492 3.764 -4.516
H -3.672 2.496 -4.065
H -1.667 -1.661 -2.814
H -1.411 -1.974 0.763
Cl 1.455 -0.361 -2.519
H 2.646 1.546 -0.818
H 3.339 2.729 1.122
H 2.400 2.351 2.580
H 3.996 1.655 2.371

***

Record 2
75
Properties=species:S:1:pos:R:3 method="wB97M-V/def2-TZVPD" total_charge=0 e_above_lowest_ev=0.000 e_homo_ev="-7.474 / -7.448" multiplicity=2 molar_mass_g_mol=759.9 orbital_gap_ev="6.1758 / 6.2059"
Re 0.784 0.567 -0.018
N -7.946 -4.596 1.947
C -6.961 -4.042 1.743
C -5.729 -3.349 1.486
C -5.722 -1.959 1.399
C -4.532 -1.296 1.158
C -3.349 -2.009 0.986
C -3.366 -3.398 1.075
C -4.548 -4.070 1.329
C -2.071 -1.291 0.731
C -1.486 -1.473 -0.530
C -2.011 -2.214 -1.606
C -1.100 -2.138 -2.645
C -0.048 -1.346 -2.190
N -0.257 -0.933 -0.927
C -1.552 -0.546 1.777
C -2.023 -0.505 3.124
C -1.125 0.240 3.839
C -0.126 0.648 2.922
N -0.370 0.197 1.702
H -6.644 -1.409 1.522
H -4.519 -0.216 1.093
H -2.443 -3.950 0.953
H -4.561 -5.148 1.408
H -2.950 -2.740 -1.602
H -1.173 -2.597 -3.616
H 0.844 -1.047 -2.712
H -2.900 -1.008 3.495
H -1.147 0.472 4.890
H 0.755 1.231 3.137
O 1.800 0.845 -1.750
C 1.667 1.773 -2.672
C 2.684 1.840 -3.648
C 2.670 2.788 -4.643
C 1.632 3.716 -4.717
C 0.617 3.651 -3.791
C 0.596 2.691 -2.768
C -0.554 2.637 -1.873
N -0.750 1.797 -0.865
C -1.983 2.086 -0.318
C -2.541 3.109 -1.003
N -1.634 3.440 -1.983
H 3.485 1.117 -3.573
H 3.473 2.814 -5.369
H 1.619 4.471 -5.489
H -0.185 4.375 -3.869
H -2.353 1.555 0.540
H -3.471 3.632 -0.882
H -1.744 4.177 -2.654
C 2.619 3.152 2.527
C 1.380 3.194 1.659
O 0.512 4.026 1.769
O 1.363 2.262 0.721
H 2.369 3.489 3.531
H 3.350 3.849 2.114
H 3.065 2.158 2.545
C 1.112 -2.408 1.858
C 2.326 -1.593 1.563
C 3.598 -1.882 1.951
C 4.458 -0.907 1.361
C 3.688 -0.076 0.608
C 4.201 1.068 -0.204
N 2.331 -0.459 0.727
H 1.433 -3.393 2.199
H 0.506 -2.555 0.963
H 0.489 -1.974 2.640
H 3.886 -2.717 2.570
H 5.528 -0.830 1.473
H 5.215 1.292 0.128
H 3.599 1.968 -0.105
H 4.238 0.822 -1.265
N 2.723 -2.840 -1.436
H 3.311 -3.201 -0.692
H 2.869 -1.834 -1.437
H 3.082 -3.201 -2.312

***

Record 3
23
Properties=species:S:1:pos:R:3 method="wB97M-V/def2-TZVPD" total_charge=0 e_above_lowest_ev=0.544 smiles=Cc1ccccc1.CC e_homo_ev=-8.980 molar_mass_g_mol=122.2 orbital_gap_ev=9.9508
C -2.250 3.385 -0.141
C 0.640 0.646 -1.828
C 0.015 1.598 -2.589
C 0.268 0.558 -0.478
C -0.841 2.572 -2.054
C -0.595 1.467 0.069
C -1.195 2.455 -0.709
H 1.508 0.072 -2.122
H 0.213 1.709 -3.648
H 0.650 -0.247 0.140
H -1.325 3.265 -2.727
H -0.891 1.301 1.100
H -2.244 3.437 0.947
H -3.245 2.988 -0.351
H -2.120 4.364 -0.595
C 0.970 -3.440 2.459
C 1.826 -3.958 1.326
H 0.770 -4.309 3.093
H 1.484 -2.655 3.009
H -0.013 -3.065 2.177
H 1.939 -3.251 0.485
H 1.542 -4.909 0.884
H 2.894 -3.985 1.553